No. 1
Below is a structure of composition C16H57N11O11 in a non-equilibrium geometry, with properties calculated with ωB97M-V/def2-TZVPD.

Results
Molar mass in g/mol: 579.70
Gap between HOMO and LUMO in eV: 9.40
HOMO level in eV: -9.20
Energy relative to the best compared isomer or geometry (same formula, charge and spin) in kcal per mole: 82.5
Energy in a.u.: -2073.702432

The geometry in ORCA input format:
```
! wB97M-V def2-TZVPD RIJCOSX def2/J DEFGRID3
* xyz 0 1
C -3.982 1.064 -4.737
C -5.114 1.651 -3.846
C -4.524 2.395 -2.663
O -3.789 1.527 -1.802
C -3.586 2.066 -0.512
N -5.770 2.707 -4.635
H -4.270 0.865 -5.766
H -3.527 0.216 -4.233
H -3.198 1.826 -4.768
H -5.670 0.799 -3.458
H -5.308 2.990 -2.181
H -3.922 3.249 -3.004
H -4.441 2.020 0.166
H -3.302 3.121 -0.582
H -2.733 1.571 -0.049
H -6.417 2.261 -5.287
H -5.137 3.072 -5.343
C 3.449 -2.847 1.898
C 3.397 -1.671 2.872
C 4.677 -1.674 3.738
O 5.837 -1.514 2.974
C 6.916 -1.029 3.780
N 3.359 -0.405 2.084
H 2.628 -2.828 1.179
H 3.564 -3.796 2.417
H 4.284 -2.654 1.218
H 2.456 -1.632 3.424
H 4.688 -2.625 4.287
H 4.583 -0.837 4.441
H 6.771 -1.363 4.805
H 6.950 0.064 3.728
H 7.850 -1.344 3.318
H 4.224 -0.402 1.539
H 3.556 0.383 2.700
C 2.241 1.464 5.133
C 0.704 1.349 5.340
C -0.020 0.866 4.086
O -1.424 0.972 4.288
C -2.143 0.615 3.124
N 0.372 0.560 6.528
H 2.826 1.555 6.049
H 2.518 2.313 4.507
H 2.569 0.518 4.684
H 0.504 2.409 5.529
H 0.249 -0.116 3.678
H 0.164 1.592 3.281
H -3.191 0.703 3.402
H -1.907 -0.363 2.698
H -2.003 1.344 2.317
H -0.132 -0.239 6.165
H 1.161 0.290 7.094
O 0.686 4.711 -0.056
H -0.245 4.664 0.182
H 1.005 3.806 0.040
O -1.072 3.077 -2.456
H -0.203 2.992 -2.888
H -1.100 2.353 -1.819
O -1.365 0.617 -2.606
H -2.276 0.861 -2.301
H -0.811 1.329 -2.259
O 3.517 0.770 -1.098
H 2.634 1.011 -1.408
H 3.363 0.383 -0.229
C -2.294 -3.435 -3.164
O -2.043 -4.620 -2.928
N -1.981 -2.419 -2.322
N -2.816 -3.070 -4.366
H -1.526 -2.619 -1.452
H -2.029 -1.469 -2.662
H -2.962 -3.792 -5.047
H -3.149 -2.156 -4.597
C -0.635 -3.964 0.593
O -1.351 -3.010 0.261
N 0.210 -4.105 1.635
N -0.641 -5.063 -0.248
H 0.816 -4.895 1.579
H 0.193 -3.425 2.374
H -1.120 -4.873 -1.119
H 0.038 -5.798 -0.213
C -0.148 0.183 -0.374
O 0.416 1.118 -0.954
N 0.379 -0.561 0.643
N -1.330 -0.328 -0.799
H 1.347 -0.404 0.868
H -0.226 -1.230 1.082
H -1.615 -1.268 -0.574
H -1.616 -0.016 -1.719
C 1.660 1.858 -4.111
O 1.853 2.857 -3.393
N 2.154 1.798 -5.364
N 1.010 0.780 -3.645
H 2.765 2.512 -5.708
H 1.830 1.086 -5.995
H 0.762 0.652 -2.668
H 0.929 0.041 -4.324
*
```

=====

No. 2
Below is a cluster of 11 separate species, C16H58N3O11 in total in a non-equilibrium geometry, with properties calculated with ωB97M-V/def2-TZVPD.

Results
Molar mass in g/mol: 468.65
Gap between HOMO and LUMO in eV: 8.51
HOMO level in eV: -10.80
Energy in a.u.: -1635.917694

The geometry in ORCA input format:
```
! wB97M-V def2-TZVPD RIJCOSX def2/J DEFGRID3
* xyz 1 1
O -1.771 8.574 -15.506
H -2.589 8.931 -15.151
H -1.358 9.197 -16.108
H -1.880 7.751 -15.989
O -5.489 6.890 -14.718
H -5.106 7.751 -14.534
H -5.456 6.691 -15.657
H -4.995 6.238 -14.215
O -5.931 10.658 -16.596
H -6.340 9.930 -17.070
H -5.506 10.240 -15.844
H -6.532 11.345 -16.299
C -6.805 4.723 -18.407
C -5.490 5.532 -18.579
O -5.074 6.188 -17.414
H -6.791 4.072 -17.532
H -7.070 4.145 -19.292
H -7.650 5.390 -18.238
H -5.769 6.296 -19.304
H -4.684 5.004 -19.089
C -2.760 10.921 -13.328
C -4.140 10.191 -13.567
O -4.351 9.381 -14.694
H -2.615 11.552 -14.205
H -1.902 10.263 -13.190
H -2.901 11.496 -12.413
H -4.920 10.947 -13.481
H -4.367 9.649 -12.649
C -9.986 5.988 -13.881
C -9.345 4.905 -14.689
C -10.185 4.503 -15.929
O -11.417 3.984 -15.413
C -12.208 3.465 -16.447
N -8.141 5.415 -15.298
H -10.352 6.817 -14.487
H -9.316 6.357 -13.105
H -10.824 5.583 -13.313
H -9.194 4.012 -14.082
H -9.678 3.771 -16.559
H -10.352 5.405 -16.518
H -12.317 4.007 -17.386
H -13.234 3.373 -16.093
H -11.974 2.438 -16.730
H -7.382 4.978 -14.795
H -8.076 5.021 -16.226
C -6.379 4.851 -11.848
C -5.138 4.121 -12.429
C -5.496 2.998 -13.384
O -6.628 3.279 -14.251
C -6.957 2.131 -15.085
N -4.274 5.161 -12.976
H -6.927 4.135 -11.235
H -6.959 5.299 -12.654
H -6.051 5.608 -11.136
H -4.447 3.748 -11.672
H -5.818 2.181 -12.739
H -4.597 2.726 -13.938
H -7.729 2.422 -15.796
H -7.297 1.326 -14.433
H -6.094 1.852 -15.690
H -3.383 4.813 -13.299
H -4.008 5.690 -12.158
C -8.866 9.859 -18.687
C -7.772 8.878 -19.158
C -6.851 9.304 -20.289
O -7.648 9.521 -21.495
C -6.864 9.923 -22.589
N -6.994 8.640 -17.958
H -8.376 10.725 -18.242
H -9.469 9.435 -17.884
H -9.566 10.238 -19.431
H -8.208 7.942 -19.506
H -6.004 8.632 -20.421
H -6.357 10.247 -20.053
H -6.084 9.201 -22.829
H -6.448 10.919 -22.437
H -7.471 9.963 -23.494
H -7.646 8.357 -17.241
H -6.423 7.837 -18.181
O -2.307 6.474 -16.866
H -1.803 6.154 -17.614
H -3.217 6.282 -17.090
O -8.215 8.331 -15.342
H -9.105 8.552 -15.068
H -8.218 7.377 -15.420
O -3.917 8.602 -17.816
H -3.463 8.408 -18.636
H -4.442 7.820 -17.642
*
```

=====

No. 3
Below is a cluster of 13 separate species, C16H58O13 in total in a non-equilibrium geometry, with properties calculated with ωB97M-V/def2-TZVPD.

Results
Molar mass in g/mol: 458.63
Gap between HOMO and LUMO in eV: 10.04
HOMO level in eV: -9.82
Energy relative to the best compared isomer or geometry (same formula, charge and spin) in kcal per mole: 5.9
Energy in a.u.: -1622.410979

The geometry in ORCA input format:
```
! wB97M-V def2-TZVPD RIJCOSX def2/J DEFGRID3
* xyz 0 1
C -2.997 -2.399 2.604
C -3.475 -1.746 1.281
O -2.541 -2.143 0.234
H -2.045 -1.971 2.919
H -2.933 -3.486 2.567
H -3.742 -2.211 3.377
H -3.679 -0.692 1.471
H -4.461 -2.090 0.973
H -2.547 -1.399 -0.373
C 1.667 -4.306 -1.291
C 0.396 -4.371 -0.502
O -0.043 -3.107 -0.311
H 2.332 -3.474 -1.059
H 1.534 -4.040 -2.339
H 2.302 -5.192 -1.295
H 0.703 -4.857 0.425
H -0.357 -4.975 -1.007
H -0.990 -3.090 -0.156
C 1.663 -4.214 3.671
C 0.406 -3.461 3.254
O 0.734 -2.330 2.514
H 1.448 -5.154 4.180
H 2.337 -3.654 4.319
H 2.272 -4.478 2.807
H -0.239 -3.197 4.093
H -0.122 -4.082 2.531
H 0.667 -2.491 1.570
C -1.695 1.831 2.831
C -2.775 1.178 3.747
O -2.810 1.870 4.949
H -2.026 2.774 2.398
H -1.515 1.185 1.971
H -0.720 1.934 3.308
H -2.548 0.120 3.883
H -3.796 1.265 3.375
H -3.529 1.500 5.465
C -1.932 -2.215 -3.155
C -1.470 -1.772 -4.519
O -1.083 -2.913 -5.290
H -1.972 -1.337 -2.510
H -1.198 -2.872 -2.688
H -2.915 -2.683 -3.113
H -0.632 -1.074 -4.528
H -2.262 -1.214 -5.018
H -0.143 -2.811 -5.457
C 1.942 3.105 3.731
C 2.054 4.598 3.604
O 2.943 4.927 2.540
H 1.180 2.926 4.490
H 2.921 2.743 4.047
H 1.589 2.533 2.873
H 2.419 4.999 4.549
H 1.083 5.079 3.482
H 3.079 5.871 2.649
C 0.197 0.358 -0.708
C 0.511 1.844 -0.472
O 1.017 2.513 -1.607
H -0.553 0.257 -1.492
H -0.072 -0.163 0.211
H 0.994 -0.190 -1.211
H 1.298 1.974 0.272
H -0.352 2.395 -0.100
H 1.965 2.376 -1.543
C 2.456 0.415 -4.106
C 2.098 0.924 -5.531
O 2.805 0.073 -6.474
H 1.731 0.684 -3.338
H 3.395 0.853 -3.767
H 2.474 -0.674 -4.069
H 2.529 1.922 -5.610
H 1.045 1.082 -5.765
H 2.929 0.574 -7.284
O -1.575 2.365 -2.665
H -1.717 3.256 -2.984
H -0.674 2.367 -2.342
O -2.680 4.462 0.300
H -2.056 5.170 0.142
H -2.511 3.832 -0.400
O -3.221 0.447 -1.420
H -3.943 0.544 -2.041
H -2.490 0.913 -1.827
O 3.754 2.538 1.318
H 3.511 3.240 1.922
H 3.387 1.746 1.711
O 3.711 2.719 -1.342
H 3.881 2.576 -0.411
H 3.675 3.670 -1.437
*
```

=====

No. 4
Below is a cluster of 16 separate species, C16H64N18O16 in total in a non-equilibrium geometry, with properties calculated with ωB97M-V/def2-TZVPD.

Results
Molar mass in g/mol: 764.80
Gap between HOMO and LUMO in eV: 8.76
HOMO level in eV: -9.31
Energy relative to the best compared isomer or geometry (same formula, charge and spin) in kcal per mole: 4.8
Energy in a.u.: -2837.525493

The geometry in ORCA input format:
```
! wB97M-V def2-TZVPD RIJCOSX def2/J DEFGRID3
* xyz 0 1
C -0.745 17.980 0.261
O -0.886 17.142 1.336
H -0.451 18.960 0.637
H 0.023 17.570 -0.395
H -1.581 18.138 -0.420
H -1.396 16.455 0.901
C -2.635 16.579 4.553
O -2.632 17.595 3.671
H -2.619 15.618 4.037
H -1.816 16.653 5.268
H -3.507 16.674 5.200
H -2.029 17.244 3.013
C -6.433 16.729 1.858
O -5.360 17.591 1.486
H -6.534 15.837 1.240
H -6.338 16.303 2.856
H -7.300 17.346 1.620
H -4.609 17.004 1.595
C -5.844 21.795 -2.026
O -6.963 21.084 -2.434
H -6.168 22.502 -1.263
H -4.985 21.193 -1.733
H -5.493 22.471 -2.806
H -7.177 21.410 -3.311
C -2.266 24.570 3.392
O -3.003 25.549 2.650
H -1.194 24.765 3.411
H -2.595 24.527 4.430
H -2.284 23.573 2.954
H -3.896 25.199 2.686
C -8.489 18.527 3.937
O -8.048 17.923 5.083
H -8.842 19.510 4.248
H -7.694 18.751 3.225
H -9.335 17.976 3.528
H -8.591 18.361 5.743
C -4.634 21.099 5.616
O -5.369 22.292 5.563
H -4.720 20.409 4.776
H -3.579 21.333 5.756
H -4.923 20.512 6.487
H -5.437 22.684 4.689
C -9.402 20.470 0.402
O -9.966 20.009 1.398
N -8.579 19.715 -0.272
N -9.355 21.665 -0.054
H -8.513 18.720 -0.112
H -7.918 20.166 -0.888
H -9.805 22.389 0.488
H -8.952 21.831 -0.965
C -4.179 20.963 1.002
O -3.410 20.380 0.248
N -5.264 20.536 1.468
N -4.237 22.165 1.210
H -5.544 20.930 2.355
H -5.358 19.531 1.443
H -5.001 22.620 1.691
H -3.540 22.699 0.712
C -4.853 26.390 -0.379
O -5.938 26.987 -0.324
N -4.623 25.312 -1.077
N -3.709 26.756 0.047
H -3.709 24.885 -1.026
H -5.424 24.860 -1.493
H -3.130 25.928 0.033
H -3.790 27.300 0.894
C -6.920 23.625 2.818
O -5.750 23.446 3.111
N -7.285 24.389 1.828
N -8.009 23.127 3.467
H -6.655 24.842 1.181
H -8.254 24.379 1.544
H -7.737 22.583 4.273
H -8.853 23.663 3.328
C -1.288 23.047 -0.419
O -2.279 23.563 -0.024
N -0.366 23.687 -1.110
N -0.939 21.797 -0.260
H -0.318 24.695 -1.163
H 0.510 23.201 -1.236
H -0.105 21.479 -0.732
H -1.774 21.265 -0.059
C -2.246 26.340 -3.829
O -1.211 26.980 -4.120
N -3.406 26.407 -4.408
N -2.240 25.501 -2.853
H -3.486 27.229 -4.990
H -4.253 25.985 -4.055
H -3.168 25.153 -2.660
H -1.592 25.666 -2.097
C -6.019 17.313 -2.180
O -6.027 16.072 -2.071
N -5.923 18.147 -1.165
N -5.927 17.880 -3.339
H -5.875 17.740 -0.242
H -5.765 19.141 -1.247
H -5.700 18.864 -3.364
H -5.937 17.331 -4.186
C 1.876 18.262 3.416
O 3.001 18.564 3.840
N 1.615 17.307 2.550
N 0.769 18.923 3.716
H 0.699 17.238 2.132
H 2.391 16.752 2.218
H 0.808 19.648 4.419
H 0.015 18.740 3.068
C -0.729 21.751 -4.995
O -0.431 20.852 -4.286
N -0.797 21.739 -6.316
N -1.129 22.938 -4.498
H -1.197 22.519 -6.817
H -0.568 20.906 -6.840
H -1.078 23.025 -3.493
H -1.453 23.651 -5.136
*
```

=====

No. 5
Below is a cluster of 2 separate species, C17H10F3O5S in total in a non-equilibrium geometry, with properties calculated with ωB97M-V/def2-TZVPD.

Results
Molar mass in g/mol: 383.32
Gap between HOMO and LUMO in eV: 7.59
HOMO level in eV: -5.99
Energy in a.u.: -1727.819292

The geometry in ORCA input format:
```
! wB97M-V def2-TZVPD RIJCOSX def2/J DEFGRID3
* xyz -1 1
O 2.464 4.008 -0.092
C 1.763 3.019 -0.093
C 1.545 2.110 1.166
C 1.413 0.757 1.019
C 1.148 -0.191 2.209
C 1.098 0.237 3.611
C 0.818 -0.709 4.704
C 0.610 -2.142 4.452
C 0.652 -2.581 3.050
C 0.896 -1.625 1.952
C 1.533 0.151 -0.429
O 2.102 -0.881 -0.685
C 0.883 1.039 -1.545
C 0.182 0.423 -2.669
C -0.399 1.329 -3.676
C -0.237 2.777 -3.552
C 0.478 3.389 -2.407
C 1.024 2.513 -1.383
H 1.506 2.624 2.157
H 1.251 1.312 3.881
H 0.760 -0.377 5.774
H 0.426 -2.909 5.235
H 0.499 -3.658 2.789
H 0.873 -2.067 0.929
H 0.092 -0.690 -2.740
H -0.967 0.911 -4.539
H -0.689 3.428 -4.345
H 0.585 4.498 -2.346
C -2.861 -2.604 -2.250
F -1.885 -2.381 -3.165
F -4.032 -2.440 -2.903
F -2.787 -3.916 -1.935
S -2.710 -1.503 -0.765
O -2.810 -0.154 -1.294
O -1.405 -1.818 -0.206
O -3.820 -1.877 0.090
*
```

=====

No. 6
Below is an isolated molecule of C17H10F6N2O2S in a non-equilibrium geometry, with properties calculated with ωB97M-V/def2-TZVPD.

Results
Structure (SMILES): O=S(=O)(c1nc(-c2ccc(F)cc2)c(-c2ccc(F)cc2)[nH]1)C(F)(F)C(F)F
Molar mass in g/mol: 420.33
Gap between HOMO and LUMO in eV: 8.62
HOMO level in eV: -8.64
Energy in a.u.: -1911.069103

The geometry in ORCA input format:
```
! wB97M-V def2-TZVPD RIJCOSX def2/J DEFGRID3
* xyz 0 1
O 1.499 -1.892 -4.123
S 0.294 -1.115 -4.020
O 0.465 0.222 -4.633
C 0.257 -0.648 -2.176
N -0.773 -0.666 -1.356
C -0.295 -0.237 -0.116
C -1.247 -0.086 1.019
C -1.223 1.062 1.784
C -2.056 1.204 2.927
C -3.012 0.285 3.117
F -3.860 0.340 4.098
C -2.952 -0.918 2.476
C -2.155 -1.101 1.333
C 0.952 0.234 -0.183
C 2.027 0.623 0.854
C 3.221 1.428 0.733
C 4.025 1.865 1.808
C 3.693 1.421 3.091
F 4.523 1.794 4.026
C 2.594 0.517 3.301
C 1.762 0.238 2.208
N 1.321 0.126 -1.561
C -1.378 -1.813 -4.305
F -1.587 -2.383 -5.492
F -1.542 -2.864 -3.531
C -2.360 -0.720 -4.019
F -3.557 -1.270 -3.633
F -2.345 0.012 -5.183
H -0.603 1.883 1.545
H -1.975 2.094 3.553
H -3.626 -1.743 2.653
H -2.193 -2.038 0.696
H 3.658 1.868 -0.192
H 4.943 2.411 1.656
H 2.438 0.023 4.270
H 0.898 -0.326 2.453
H 2.207 0.258 -1.972
H -2.036 -0.087 -3.106
*
```

=====

No. 7
Below is an isolated molecule of C17H12N4OS in a non-equilibrium geometry, with properties calculated with ωB97M-V/def2-TZVPD.

Results
Structure (SMILES): O=c1c2ccccc2nnn1CSc1ccc2ccccc2n1
Molar mass in g/mol: 320.38
Gap between HOMO and LUMO in eV: 8.54
HOMO level in eV: -8.74
Energy relative to the best compared isomer or geometry (same formula, charge and spin) in kcal per mole: 19.7
Energy in a.u.: -1347.465184

The geometry in ORCA input format:
```
! wB97M-V def2-TZVPD RIJCOSX def2/J DEFGRID3
* xyz 0 1
O 1.254 0.820 1.920
C 0.758 1.443 1.005
C -0.656 1.492 0.657
C -1.605 0.735 1.343
C -2.925 0.787 0.954
C -3.314 1.591 -0.119
C -2.391 2.345 -0.806
C -1.045 2.300 -0.426
N -0.121 3.040 -1.125
N 1.083 2.987 -0.844
N 1.544 2.236 0.159
C 2.958 2.207 0.323
S 3.786 0.866 -0.651
C 2.608 -0.452 -0.419
C 2.985 -1.595 0.309
C 2.038 -2.556 0.521
C 0.741 -2.388 -0.013
C -0.301 -3.317 0.169
C -1.530 -3.096 -0.390
C -1.766 -1.948 -1.163
C -0.779 -1.023 -1.356
C 0.490 -1.215 -0.774
N 1.434 -0.268 -0.947
H -1.277 0.118 2.165
H -3.665 0.203 1.479
H -4.354 1.620 -0.410
H -2.670 2.969 -1.640
H 3.191 2.029 1.374
H 3.393 3.134 -0.045
H 3.987 -1.670 0.699
H 2.262 -3.440 1.101
H -0.109 -4.205 0.754
H -2.327 -3.810 -0.247
H -2.740 -1.801 -1.606
H -0.941 -0.138 -1.952
*
```